# 1
This record from OMol25 describes a structure of composition C29H19F18InN6O6S3. The level of theory is wB97M-V/def2-TZVPD.

Each line ends with the Mulliken charge.
Atoms and positions in Å:
1 In -0.257 0.078 -0.099  3.055
2 C -1.025 -5.833 -3.919  -1.629
3 C -0.488 -4.752 -3.007  0.546
4 C 0.830 -4.315 -3.082  -1.146
5 C 1.273 -3.299 -2.267  0.034
6 C 0.441 -2.673 -1.321  -0.504
7 N 0.972 -1.611 -0.578  0.421
8 C 2.182 -1.787 0.062  0.053
9 C 2.555 -3.078 0.508  -0.109
10 C 3.761 -3.328 1.124  -0.958
11 C 4.663 -2.296 1.366  0.445
12 C 5.995 -2.546 2.037  -1.745
13 C 4.288 -1.019 0.986  -0.515
14 C 3.080 -0.729 0.350  -0.795
15 C 2.810 0.701 -0.155  1.954
16 O 1.530 1.140 -0.245  -1.048
17 C 3.449 0.768 -1.588  0.265
18 F 2.816 -0.082 -2.409  -0.109
19 F 4.763 0.432 -1.639  -0.300
20 F 3.354 2.002 -2.135  -0.312
21 C 3.532 1.775 0.738  0.054
22 F 4.883 1.868 0.547  -0.308
23 F 3.052 3.000 0.503  -0.265
24 F 3.350 1.520 2.046  -0.111
25 C -0.890 -3.129 -1.220  -0.751
26 C -1.317 -4.151 -2.075  -0.531
27 C -1.866 -2.592 -0.144  1.300
28 O -1.409 -1.610 0.683  -0.823
29 C -2.229 -3.776 0.817  0.495
30 F -1.105 -4.360 1.270  -0.235
31 F -2.916 -3.352 1.891  -0.240
32 F -2.982 -4.766 0.260  -0.288
33 C -3.194 -2.092 -0.819  0.329
34 F -4.066 -1.622 0.105  -0.308
35 F -2.918 -1.080 -1.651  -0.118
36 F -3.892 -3.005 -1.538  -0.306
37 H -0.210 -6.408 -4.365  0.382
38 H -1.613 -5.395 -4.732  0.271
39 H -1.676 -6.518 -3.370  0.361
40 H 1.505 -4.756 -3.811  0.248
41 H 2.287 -2.929 -2.361  0.469
42 H 1.847 -3.883 0.360  0.514
43 H 4.006 -4.341 1.432  0.313
44 H 6.383 -3.534 1.780  0.401
45 H 5.912 -2.494 3.128  0.271
46 H 6.729 -1.801 1.722  0.395
47 H 4.991 -0.222 1.190  0.440
48 H -2.336 -4.507 -2.018  0.458
49 N 1.238 1.296 -4.542  -0.532
50 C 0.185 0.846 -3.777  0.249
51 S -0.462 -0.691 -4.045  -0.388
52 N -0.290 1.756 -2.940  -1.785
53 N -0.975 1.441 -1.866  1.529
54 C -1.955 2.213 -1.543  -1.399
55 C -2.729 1.964 -0.349  1.479
56 C -3.930 2.632 -0.115  -1.007
57 C -4.667 2.323 1.011  -0.616
58 C -4.208 1.341 1.876  -1.202
59 C -3.012 0.717 1.583  -0.559
60 N -2.290 1.031 0.506  0.586
61 H 1.715 0.547 -5.012  0.286
62 H 1.835 1.972 -4.087  0.281
63 H -2.248 3.018 -2.208  0.311
64 H -4.264 3.378 -0.824  0.483
65 H -5.597 2.840 1.211  0.407
66 H -4.759 1.061 2.763  0.533
67 H -2.628 -0.081 2.204  0.692
68 F 0.940 0.335 5.944  -0.241
69 C 1.372 0.286 4.672  0.417
70 F 2.210 1.300 4.477  -0.193
71 F 2.034 -0.857 4.497  -0.205
72 S -0.091 0.369 3.545  1.119
73 O 0.468 0.110 2.231  -0.436
74 O -0.974 -0.605 4.106  -0.775
75 N -0.606 1.823 3.870  -0.701
76 S -0.674 3.103 2.950  1.184
77 O -1.866 3.839 3.257  -0.697
78 O -0.304 2.933 1.578  -0.610
79 C 0.652 4.193 3.650  0.399
80 F 0.433 5.444 3.213  -0.232
81 F 1.870 3.827 3.270  -0.144
82 F 0.611 4.210 4.993  -0.252

multiplicity	1
frontier orbital gap	6.2	eV
total charge	-2
ΔE to the lowest compared entry with this formula, charge and spin	37.6	kcal/mol
HOMO	-0.07010	Ha



# 2
This record from OMol25 describes a structure of composition C29H19F5MnN3O2S. The level of theory is wB97M-V/def2-TZVPD.

Each line ends with the Löwdin spin population.
Atoms and positions in Å:
1 Mn -0.378 0.145 -0.172  4.651
2 C 0.996 4.394 -1.156  0.001
3 O 2.105 3.631 -0.565  0.007
4 C 1.614 2.425 -0.352  0.012
5 N 0.374 2.208 -0.541  0.030
6 C -0.235 3.490 -0.927  0.004
7 C -1.163 3.397 -2.109  0.002
8 C -1.463 2.200 -2.741  0.009
9 C -2.352 2.157 -3.808  0.001
10 C -2.948 3.324 -4.257  0.000
11 C -2.645 4.531 -3.639  0.001
12 C -1.762 4.566 -2.573  0.000
13 C 2.514 1.313 0.051  0.007
14 C 3.862 1.374 0.350  0.001
15 C 4.513 0.171 0.607  0.003
16 C 3.830 -1.040 0.510  0.001
17 C 2.485 -0.983 0.195  0.008
18 N 1.860 0.165 0.019  0.040
19 C 1.572 -2.120 -0.104  0.014
20 N 0.396 -1.918 -0.553  0.026
21 C -0.184 -3.252 -0.862  0.003
22 C 0.862 -4.215 -0.266  0.001
23 O 2.009 -3.354 0.040  0.009
24 C -1.599 -3.391 -0.351  0.002
25 C -2.503 -2.358 -0.572  0.010
26 C -3.812 -2.441 -0.132  0.002
27 C -4.246 -3.587 0.521  0.000
28 C -3.368 -4.642 0.710  0.001
29 C -2.052 -4.545 0.276  0.000
30 H 1.222 4.533 -2.211  0.000
31 H 0.948 5.353 -0.651  0.000
32 H -0.804 3.837 -0.061  0.000
33 H -0.973 1.276 -2.448  0.007
34 H -2.570 1.213 -4.292  0.000
35 H -3.640 3.295 -5.088  0.000
36 H -3.105 5.448 -3.984  0.000
37 H -1.548 5.513 -2.087  0.000
38 H 4.383 2.322 0.373  0.000
39 H 5.564 0.174 0.861  0.000
40 H 4.324 -1.989 0.662  0.000
41 H -0.206 -3.353 -1.950  0.000
42 H 1.205 -4.978 -0.957  0.000
43 H 0.547 -4.667 0.670  0.000
44 H -2.200 -1.475 -1.129  0.008
45 H -4.492 -1.616 -0.298  0.000
46 H -5.268 -3.658 0.870  0.000
47 H -3.703 -5.545 1.202  0.000
48 H -1.392 -5.390 0.431  0.000
49 F 3.360 -0.613 5.073  0.002
50 C 2.270 -0.394 4.345  0.006
51 C 1.922 0.894 3.984  -0.001
52 F 2.688 1.917 4.361  -0.001
53 C 0.794 1.109 3.213  0.007
54 F 0.528 2.371 2.854  0.002
55 C -0.027 0.069 2.792  0.019
56 S -1.478 0.359 1.822  0.093
57 C 0.367 -1.215 3.152  0.007
58 F -0.327 -2.279 2.731  0.002
59 C 1.491 -1.455 3.922  0.000
60 F 1.840 -2.700 4.240  -0.001

<S²>	8.759
multiplicity	6
frontier orbital gap (spin up / spin down)	7.1 / 7.3	eV
total charge	+1
HOMO (spin up / spin down)	-0.39919 / -0.41262	Ha



# 3
This record from OMol25 describes a structure of composition C29H20BeCl2N2O4P. The level of theory is wB97M-V/def2-TZVPD.

Each line ends with the Mulliken charge.
Atoms and positions in Å:
1 Be 1.059 1.330 0.647  0.161
2 O -3.405 3.882 1.329  -0.560
3 C -3.282 3.606 0.036  0.376
4 O -4.195 3.699 -0.733  -0.583
5 C -1.941 3.122 -0.424  0.089
6 C -1.576 2.820 -1.732  0.569
7 Cl -2.528 3.055 -3.104  -0.149
8 N -0.311 2.312 -1.740  0.793
9 N 0.140 2.282 -0.462  -0.705
10 C -0.823 2.767 0.314  -0.258
11 C -0.491 2.704 1.780  1.323
12 O -1.194 3.193 2.627  -0.693
13 O 0.618 2.042 1.956  -0.557
14 C 0.579 1.882 -2.803  1.257
15 C 1.891 1.587 -2.458  -0.457
16 C 2.793 1.167 -3.421  -0.739
17 C 2.399 1.039 -4.743  -0.644
18 C 1.095 1.353 -5.084  -0.821
19 C 0.182 1.780 -4.130  -0.704
20 H -2.592 3.700 1.855  0.416
21 H 2.248 1.705 -1.450  0.482
22 H 3.814 0.957 -3.131  0.428
23 H 3.101 0.714 -5.497  0.451
24 H 0.768 1.276 -6.111  0.421
25 H -0.815 2.015 -4.448  0.332
26 Cl 3.115 0.809 0.955  -0.172
27 C 2.858 -0.705 1.898  0.714
28 C 3.936 -1.123 2.649  -0.722
29 C 3.794 -2.294 3.379  -0.463
30 C 2.605 -3.012 3.339  -0.859
31 C 1.547 -2.561 2.567  -0.227
32 C 1.651 -1.383 1.829  -0.712
33 P 0.327 -0.731 0.779  2.170
34 C -1.168 -0.522 1.765  0.300
35 C -1.160 -0.497 3.154  -0.630
36 C -2.305 -0.119 3.843  -0.781
37 C -3.448 0.248 3.150  -0.558
38 C -3.457 0.237 1.761  -0.813
39 C -2.320 -0.146 1.068  -0.601
40 C -0.006 -1.964 -0.488  0.729
41 C 0.751 -1.945 -1.659  -0.451
42 C 0.561 -2.917 -2.627  -0.723
43 C -0.391 -3.909 -2.430  -0.519
44 C -1.147 -3.932 -1.266  -0.715
45 C -0.958 -2.963 -0.293  -0.359
46 H 4.855 -0.556 2.668  0.494
47 H 4.621 -2.645 3.979  0.417
48 H 2.502 -3.922 3.912  0.428
49 H 0.624 -3.126 2.528  0.453
50 H -0.261 -0.741 3.706  0.411
51 H -2.294 -0.095 4.923  0.433
52 H -4.333 0.552 3.691  0.440
53 H -4.344 0.533 1.218  0.450
54 H -2.330 -0.149 -0.017  0.565
55 H 1.489 -1.168 -1.820  0.337
56 H 1.148 -2.897 -3.534  0.457
57 H -0.548 -4.663 -3.188  0.414
58 H -1.888 -4.704 -1.116  0.428
59 H -1.559 -2.980 0.608  0.438

multiplicity	1
frontier orbital gap	8.9	eV
total charge	+1
HOMO	-0.44462	Ha



> Which value of multiplicity does entry 3 give?

1



> Which formula does entry 2 have?

C29H19F5MnN3O2S



> What is the formula in the second record?

C29H19F5MnN3O2S